[1]
Here is a structure of composition C35H33ClCoN4Si2 at a distorted geometry from OMol25. Energies are from ωB97M-V/def2-TZVPD.

Values from the calculation:
HOMO (alpha / beta) ... -4.280 / -7.490 eV
Multiplicity ... 4
Frontier orbital gap (alpha / beta) ... 4.85 / 6.99 eV
Lowest unoccupied orbital energy (alpha / beta) ... 0.6 / -0.5 eV
⟨S²⟩ ... 3.8161
Energy above the lowest of the compared OMol25 structures with the same formula, charge and spin ... 2.0 kcal/mol

Each line ends with the Mulliken charge.
Element x y z (Å)
C 0.49 -1.47 1.74  -0.540
C 0.81 -2.76 1.19  -0.868
C 2.19 -2.73 0.80  -0.324
H 0.14 -3.61 1.13  0.592
C 2.71 -1.44 1.12  -1.060
C 1.66 -0.66 1.69  -0.292
H 1.74 0.35 2.08  0.521
H -0.47 -1.15 2.13  0.444
H 2.73 -3.60 0.41  0.725
H 3.74 -1.10 1.04  0.623
Co 1.15 -1.33 -0.10  0.249
Si 3.57 -2.78 -2.90  0.389
C 2.92 -3.76 -4.41  1.115
C 3.06 -3.23 -5.70  -0.474
H 3.48 -2.23 -5.83  0.353
C 2.67 -3.94 -6.83  -0.865
H 2.73 -3.48 -7.81  0.441
C 2.19 -5.25 -6.68  -0.545
H 1.89 -5.81 -7.56  0.368
C 2.09 -5.82 -5.41  -0.611
H 1.72 -6.84 -5.30  0.392
C 2.44 -5.07 -4.28  -0.290
H 2.32 -5.50 -3.29  0.323
C 5.33 -2.70 -3.69  1.163
C 6.06 -3.89 -3.83  -0.594
H 5.73 -4.79 -3.32  0.322
C 7.18 -3.95 -4.67  -0.651
H 7.68 -4.91 -4.84  0.391
C 7.68 -2.80 -5.30  -0.525
H 8.60 -2.83 -5.90  0.352
C 6.96 -1.61 -5.16  -0.896
H 7.30 -0.69 -5.65  0.398
C 5.77 -1.58 -4.40  -0.203
H 5.18 -0.66 -4.38  0.223
H 3.49 -3.58 -1.67  -0.439
Si 1.06 -0.37 -5.13  0.389
C 2.50 -0.18 -3.88  1.121
C 2.87 -0.97 -2.65  1.653
H 1.99 -1.06 -1.96  -0.305
C 4.06 -0.57 -1.87  -1.535
H 4.41 -1.20 -1.03  0.766
C 4.72 0.60 -2.16  -0.936
H 5.61 0.88 -1.59  0.380
C 4.26 1.43 -3.19  -1.137
H 4.74 2.39 -3.37  0.343
C 3.17 1.04 -3.99  -0.991
H 2.83 1.76 -4.74  0.345
C 0.15 -2.02 -4.99  0.721
C 0.11 -2.69 -3.76  0.747
H 0.68 -2.30 -2.92  -0.349
C -0.52 -3.92 -3.62  -0.533
H -0.43 -4.47 -2.68  0.521
C -1.18 -4.51 -4.69  -0.773
H -1.64 -5.49 -4.58  0.412
C -1.20 -3.84 -5.92  -0.789
H -1.74 -4.28 -6.77  0.361
C -0.48 -2.65 -6.08  -0.501
H -0.36 -2.22 -7.08  0.377
H 1.23 -0.02 -6.50  -0.268
Cl -0.29 1.08 -4.59  -0.359
N -2.47 -0.45 -1.31  -0.027
C -2.88 -1.71 -0.92  -0.983
C -1.75 -2.44 -0.68  -0.425
N -0.64 -1.62 -0.86  0.754
C -1.12 -0.42 -1.32  -0.588
C -0.24 0.70 -1.29  -0.462
N 1.02 0.51 -0.81  1.204
C 1.56 1.78 -0.63  -0.561
C 0.59 2.71 -0.86  -0.985
N -0.54 2.02 -1.26  0.039
H -3.05 0.35 -1.56  0.194
H -3.92 -1.97 -0.83  0.458
H -1.65 -3.48 -0.39  0.381
H 2.60 1.91 -0.37  0.489
H 0.57 3.78 -0.71  0.424
H -1.45 2.39 -1.52  0.216


[2]
Here is the molecule C3N2O at a distorted geometry from OMol25. Energies are from ωB97M-V/def2-TZVPD.

Values from the calculation:
HOMO ... -12.571 eV
Frontier orbital gap ... 10.95 eV
Lowest unoccupied orbital energy ... -1.6 eV
Energy above the lowest of the compared OMol25 structures with the same formula, charge and spin ... 17.4 kcal/mol

Each line ends with the Mulliken charge.
Element x y z (Å)
O -1.69 0.00 -0.43  -0.367
C -0.53 -0.09 -0.13  0.388
C 1.30 -0.12 -1.85  0.038
N 0.48 -0.40 -1.04  -0.058
C 0.00 0.18 1.21  0.260
N 0.43 0.44 2.25  -0.260


[3]
Here is a structure of composition C39H33CoIN2O6P2S from OMol25. Energies are from ωB97M-V/def2-TZVPD.

Values from the calculation:
HOMO (alpha / beta) ... -1.014 / -1.682 eV
Multiplicity ... 4
Frontier orbital gap (alpha / beta) ... 4.64 / 5.31 eV
Lowest unoccupied orbital energy (alpha / beta) ... 3.6 / 3.6 eV
Charge ... -2
⟨S²⟩ ... 3.7675
Energy above the lowest of the compared OMol25 structures with the same formula, charge and spin ... 6.3 kcal/mol

Each line ends with the Mulliken charge.
Element x y z (Å)
Co -0.17 0.32 -0.21  1.160
C 1.13 -3.20 0.02  -2.952
N -0.05 -3.83 0.59  1.650
C -1.30 -3.11 0.80  -3.234
P -1.64 -1.56 -0.43  1.669
C -1.24 -2.62 -1.89  0.704
C -1.72 -3.92 -2.01  -0.370
C -1.33 -4.75 -3.05  -0.825
C -0.41 -4.30 -3.99  -0.535
C 0.09 -3.01 -3.89  -0.607
C -0.33 -2.17 -2.86  -0.866
C -3.42 -1.70 -0.08  0.545
C -3.88 -1.44 1.21  -0.439
C -5.23 -1.54 1.51  -0.736
C -6.14 -1.90 0.53  -0.491
C -5.69 -2.15 -0.76  -0.686
C -4.35 -2.03 -1.07  -0.283
C 0.02 -5.18 0.86  0.709
C 1.01 -6.00 0.29  -0.336
C 1.07 -7.36 0.57  -0.855
C 0.15 -7.96 1.42  -0.498
C -0.84 -7.16 1.99  -0.709
C -0.91 -5.80 1.72  -0.475
P 1.37 -1.42 0.51  0.417
C 1.25 -1.69 2.32  1.298
C 2.10 -2.58 2.97  -0.450
C 1.97 -2.83 4.33  -0.866
C 0.97 -2.19 5.05  -0.751
C 0.11 -1.31 4.41  -1.111
C 0.25 -1.06 3.05  -0.678
C 3.16 -1.28 0.18  0.922
C 4.05 -0.69 1.08  -0.355
C 5.39 -0.57 0.76  -0.850
C 5.87 -1.02 -0.46  -0.561
C 4.99 -1.58 -1.38  -0.660
C 3.65 -1.70 -1.06  -0.680
H 1.17 -3.27 -1.07  0.826
H 2.01 -3.72 0.41  1.239
H -1.37 -2.72 1.82  0.759
H -2.12 -3.83 0.69  1.324
H -2.42 -4.30 -1.28  0.357
H -1.73 -5.76 -3.12  0.395
H -0.09 -4.95 -4.80  0.361
H 0.80 -2.64 -4.61  0.428
H 0.01 -1.15 -2.82  0.163
H -3.18 -1.12 1.97  0.284
H -5.57 -1.32 2.52  0.405
H -7.20 -1.98 0.77  0.344
H -6.40 -2.41 -1.54  0.372
H -4.00 -2.18 -2.09  0.398
H 1.73 -5.59 -0.41  0.427
H 1.84 -7.96 0.10  0.351
H 0.20 -9.02 1.63  0.367
H -1.56 -7.59 2.66  0.366
H -1.67 -5.20 2.20  0.414
H 2.89 -3.08 2.41  0.346
H 2.64 -3.52 4.82  0.411
H 0.87 -2.37 6.11  0.376
H -0.66 -0.79 4.96  0.503
H -0.43 -0.39 2.55  0.527
H 3.67 -0.29 2.01  0.359
H 6.07 -0.10 1.47  0.421
H 6.92 -0.92 -0.71  0.345
H 5.35 -1.91 -2.34  0.424
H 2.97 -2.12 -1.80  0.236
O 0.82 3.96 4.97  -0.704
C 0.71 3.25 4.00  0.427
C 1.81 2.46 3.34  -0.155
O 2.98 2.39 3.70  -0.747
C 1.20 1.79 2.18  0.658
C -0.20 2.07 2.15  1.113
O -0.97 1.54 1.28  -1.139
C -0.56 2.99 3.22  -0.014
O -1.66 3.47 3.47  -0.741
O 1.77 1.08 1.31  -0.499
N -0.55 3.06 -2.17  -0.134
C 0.55 2.82 -1.44  0.658
O 1.09 1.72 -1.45  -0.727
C 1.10 3.90 -0.53  -1.056
I 1.67 5.65 -1.59  0.037
H -1.08 2.20 -2.36  0.201
H -1.09 3.88 -1.92  0.221
H 1.98 3.50 -0.04  0.269
H 0.35 4.20 0.21  0.433
S -1.93 0.39 -1.84  -0.846


The lowest energy above the lowest of the compared OMol25 structures with the same formula, charge and spin belongs to which entry? C35H33ClCoN4Si2


Which formula does entry 3 have? C39H33CoIN2O6P2S


Among the records above, which one has the highest energy above the lowest of the compared OMol25 structures with the same formula, charge and spin? C3N2O